The following is a quantum chemistry calculation of a 11-piece molecular cluster, C28H44FN12O3 overall at a distorted geometry, from the OMol25 dataset.

XYZ file:
```
88
C28H44FN12O3 (wB97M-V/def2-TZVPD)
O 3.0685 -0.4362 -1.0426
C 2.4070 0.5777 -0.9165
O 3.0014 1.7874 -1.1903
C 0.9358 0.4019 -0.4114
C -0.1331 1.3110 -1.1316
F 0.3266 2.5784 -1.4988
C -0.6539 0.6182 -2.4723
O -1.3430 -0.6156 -2.2538
C -2.1720 -0.5912 -1.0846
C -2.5345 0.8513 -0.5649
N -1.2718 1.5502 -0.1593
H 3.9340 1.8055 -0.9090
H 0.9357 0.4820 0.7099
H 0.6449 -0.6682 -0.6358
H -1.3867 1.3389 -2.9582
H 0.1987 0.5192 -3.2009
H -1.6361 -1.1800 -0.2759
H -3.1534 -1.1098 -1.2928
H -2.9974 1.4621 -1.4149
H -3.2396 0.8396 0.3178
H -1.0285 1.3239 0.8370
H -1.4768 2.5657 -0.1834
C -2.2843 -1.2938 3.1705
C -1.3515 -0.2429 2.7040
N -0.6217 0.5746 2.3402
H -3.2340 -1.2095 2.6382
H -1.8568 -2.2778 2.9826
H -2.4617 -1.1817 4.2368
C -3.2561 2.5001 -5.9870
C -3.7303 2.1156 -4.6374
N -4.0999 1.8161 -3.5865
H -2.6852 3.4261 -5.9295
H -2.6207 1.7127 -6.3945
H -4.1059 2.6488 -6.6491
C -7.0278 4.3826 -4.8880
C -5.7887 4.7126 -5.6358
N -4.8277 4.9686 -6.2155
H -6.7938 3.7069 -4.0652
H -7.4714 5.2936 -4.4869
H -7.7438 3.9004 -5.5532
C 1.8692 -1.9029 4.6561
C 0.4444 -1.7637 5.0472
N -0.6614 -1.6556 5.3518
H 2.2831 -0.9251 4.4099
H 2.4401 -2.3340 5.4800
H 1.9527 -2.5543 3.7859
C -3.4562 -2.0834 -5.6235
C -2.9936 -1.0395 -6.5709
N -2.6344 -0.2294 -7.3069
H -4.2212 -2.6983 -6.0950
H -2.6196 -2.7180 -5.3350
H -3.8739 -1.6152 -4.7314
C 1.5912 -3.7762 8.9322
C 2.8216 -3.4574 8.1633
N 3.7800 -3.2057 7.5743
H 1.8353 -4.4307 9.7673
H 1.1479 -2.8586 9.3181
H 0.8706 -4.2768 8.2872
C 3.2755 4.2756 -3.3335
C 4.1814 5.3662 -3.7793
N 4.9353 6.2484 -4.1448
H 2.3113 4.3519 -3.8442
H 3.7213 3.3032 -3.5608
H 3.1121 4.3464 -2.2563
C 9.0062 5.2827 -3.5086
C 7.5579 5.6143 -3.5483
N 6.4247 5.8639 -3.5791
H 9.4288 5.5901 -2.5525
H 9.1454 4.2081 -3.6313
H 9.5265 5.8035 -4.3127
C -2.4815 -5.5878 8.7484
C -1.4197 -5.3107 9.7483
N -0.5980 -5.0959 10.5245
H -3.4453 -5.6801 9.2484
H -2.5312 -4.7729 8.0260
H -2.2618 -6.5172 8.2234
C 5.7898 -1.5060 10.3828
C 4.3678 -1.3630 10.7822
N 3.2632 -1.2557 11.0872
H 6.2036 -0.5295 10.1320
H 6.3633 -1.9361 11.2037
H 5.8646 -2.1597 9.5134
C -1.9696 -4.1996 -9.2892
C -2.4446 -4.5853 -7.9364
N -2.8131 -4.8844 -6.8875
H -1.3993 -3.2726 -9.2305
H -1.3330 -4.9852 -9.6955
H -2.8218 -4.0525 -9.9523
```

The total charge is +1. The electronic energy comes out at -56476.304 eV. For the energy relative to the best compared isomer or geometry (same formula, charge and spin), the calculation gives 0.00 kcal/mol. The HOMO-LUMO gap comes out at 5.675 eV. Its strongest force on any atom is 9.38 eV/A. Its HOMO energy is -8.0 eV.